Record 1
{"formula": "C4H3FO5Tm", "method": "ωB97M-V/def2-TZVPD", "symbols": ["O", "C", "O", "O", "C", "C", "O", "O", "C", "Tm", "F", "H", "H", "H"], "positions_angstrom": [[-0.459, -1.307, 4.672], [-0.462, -1.536, 5.819], [-0.522, -1.757, 6.938], [-0.338, -0.026, 0.175], [1.440, 1.087, -2.977], [-0.097, -0.168, -1.028], [2.194, 1.796, -3.540], [0.148, 0.962, -3.153], [-0.735, 0.779, -2.023], [-0.145, -1.020, 2.349], [-0.028, -1.399, -1.508], [1.542, 0.471, -1.816], [-0.857, 1.754, -1.527], [-1.682, 0.363, -2.382]], "total_charge": 3, "fmax_ev_per_a": 6.0, "spin_multiplicity": 3, "gap_ev": [8.10, 3.75]}

=====

Record 2
{"formula": "C4H3FS", "method": "ωB97M-V/def2-TZVPD", "symbols": ["C", "C", "C", "C", "F", "S", "H", "H", "H"], "positions_angstrom": [[-0.122, 0.689, -0.461], [1.035, -0.076, 0.001], [-1.416, 0.448, -0.093], [1.066, -0.971, 1.004], [1.713, -2.037, 1.404], [-2.254, -0.792, 0.682], [0.131, 1.488, -1.191], [2.041, 0.080, -0.682], [-2.196, 1.171, -0.664]], "total_charge": 0, "fmax_ev_per_a": 4.2, "gap_ev": [7.77, 6.28], "de_lowest_kcal_mol": 104.4}

=====

Record 3
{"formula": "C4H3GaLiO6", "method": "ωB97M-V/def2-TZVPD", "symbols": ["O", "C", "O", "O", "C", "O", "C", "C", "O", "O", "Ga", "Li", "H", "H", "H"], "positions_angstrom": [[3.878, -0.951, 0.596], [2.874, -0.201, 0.380], [3.064, 0.974, -0.064], [1.683, -0.692, 0.585], [0.583, 0.154, 0.845], [-1.607, 0.638, 0.224], [-2.654, 0.450, -0.633], [-0.609, -0.312, 0.330], [-2.731, -0.600, -1.305], [-3.516, 1.354, -0.615], [4.628, 0.502, -0.048], [-4.475, 0.233, -1.978], [0.777, 1.224, 0.941], [-0.590, -1.045, -0.484], [-1.306, -1.728, 1.226]], "total_charge": 1, "fmax_ev_per_a": 13.0, "gap_ev": [7.76, 4.34], "de_lowest_kcal_mol": 23.7}

=====

Record 4
{"formula": "C4H3GaO6", "method": "ωB97M-V/def2-TZVPD", "symbols": ["C", "C", "O", "C", "O", "O", "H", "H", "H", "O", "O", "O", "C", "Ga"], "positions_angstrom": [[-0.191, -1.830, -0.048], [-1.140, -0.931, 0.284], [-0.747, 0.319, 0.698], [-1.627, 1.252, 1.337], [-2.726, 0.908, 1.683], [-0.995, 2.348, 1.389], [0.760, -1.802, 0.490], [-2.194, -1.006, 0.017], [-0.502, -2.707, -0.614], [1.619, -0.652, -1.582], [3.006, 0.746, -2.328], [1.958, 1.243, -0.429], [2.197, 0.471, -1.405], [0.581, 1.642, 0.506]], "total_charge": 1, "fmax_ev_per_a": 6.2, "spin_multiplicity": 2, "gap_ev": [6.91, 6.89], "de_lowest_kcal_mol": 10.8}